The following is a quantum chemistry calculation of a molecular structure, C57H41IN4PS4Zr, from OMol25.

As for the energy above the lowest of the compared OMol25 structures with the same formula, charge and spin: 0.0 kcal per mole. The maximum force comes out at 0.67 eV/Å. Its HOMO-LUMO gap is 6.90 eV. Its charge is +1. The value obtained for the molar mass is 1159.4 g mol⁻¹.

Each line ends with the Mulliken charge.
Cartesian coordinates (Å):
C1 0.08446 0.78858 7.99889  0.598
H1 -2.23669 -3.47111 3.21155  0.508
C2 -0.24502 0.68467 3.74959  1.354
C3 2.13674 -1.20266 -2.28840  0.511
C4 2.15908 -4.48634 2.15377  -0.953
H2 1.16481 4.16257 -0.06158  0.586
H3 -0.91933 4.35457 -4.52433  0.575
C5 1.75203 2.75581 -2.35872  0.390
P1 0.69991 -1.90849 -1.39279  2.585
C6 0.56732 -0.29189 5.91245  0.289
C7 3.46145 -1.40050 -1.90569  0.429
H4 3.45379 2.85104 -1.04995  0.708
C8 -0.91313 -0.45851 3.14876  -0.320
Zr1 -0.76954 0.26483 0.09927  -0.532
C9 1.43886 -5.06128 1.11949  -0.769
C10 -5.43710 1.23207 -0.26230  -0.944
S1 -3.19939 0.19145 0.80242  -0.353
C11 0.69003 -0.24641 7.28825  -0.955
H5 3.05028 -2.67978 2.89503  0.517
S2 2.14234 1.11530 -0.11953  0.374
C12 2.17112 3.64188 3.05417  -0.882
C13 1.86938 -0.53454 -3.48184  -1.258
H6 -1.10792 2.56839 7.89800  0.465
H7 -1.98320 -1.30395 4.84408  0.783
C14 1.65970 2.30460 3.54351  -1.053
C15 -5.89791 1.69161 -2.57046  -0.778
N1 -0.58657 -0.93447 1.85885  1.476
C16 2.03575 3.98027 -2.94211  -0.776
C17 -6.31017 1.65406 -1.24497  -0.750
I1 -2.78190 -2.24901 -1.07077  0.584
N2 0.60215 2.11297 -2.54845  0.861
C18 -0.74743 1.72393 5.95406  -0.167
H8 -4.41740 -3.25498 -3.22751  0.451
N3 0.30616 0.88817 10.57714  -0.505
C19 -2.11773 -4.74827 -5.15154  -0.917
C20 -1.63550 -1.39920 3.82865  -0.582
H9 1.88046 5.43555 1.91103  0.792
H10 -2.00617 -5.37342 -6.02787  0.403
C21 1.02055 3.66979 0.89624  -1.045
C22 2.49120 -3.14038 2.09135  -0.774
C23 -4.12060 0.85924 -0.55228  1.010
H11 3.69391 -1.94728 -1.00197  0.382
H12 1.16703 -6.10730 1.16038  0.470
H13 3.57756 1.97221 2.31127  0.516
S3 -2.03503 0.55502 -2.43655  0.383
C24 2.09935 -2.37456 1.00631  -0.182
H14 0.26444 -5.62509 -5.71870  0.408
C25 -1.75493 -2.53499 2.98483  -2.014
C26 1.42230 -4.73635 -4.17054  -1.451
H15 -0.20934 5.52311 3.50997  0.458
H16 -5.76898 1.17634 0.76585  0.524
H17 5.52416 -1.10887 -2.40265  0.468
C27 -0.14352 0.69801 5.23666  -0.785
C28 -2.32639 -3.21240 -2.85204  0.622
H18 -1.30166 2.48702 5.42365  0.550
C29 -3.34043 -4.31272 -4.75800  -0.994
H19 2.35844 -5.18901 -4.46475  0.456
H20 2.05393 1.97280 4.49348  0.842
H21 2.98186 4.46999 -2.75462  0.571
H22 0.48892 -4.76730 -0.76558  0.420
C30 1.32793 4.52525 2.14684  0.210
H23 -1.85328 1.77515 -4.45162  0.711
C31 -1.00802 -3.56740 -3.27179  -0.013
C32 -0.63857 1.77301 7.33605  -0.965
H24 2.68023 0.42880 -5.21204  0.484
C33 1.39002 -3.83796 -3.09454  -0.208
C34 1.05655 -4.29816 0.02605  -0.711
C35 1.64614 2.27983 1.15171  0.226
C36 -0.37023 3.10055 1.18272  1.293
C37 0.24239 -3.21574 -2.65191  0.572
C38 -3.70654 0.94363 -1.88791  0.283
S4 -1.39281 2.71293 -0.21533  -0.734
C39 -1.68699 2.05909 -3.41019  -1.517
C40 -0.33141 2.69831 -3.28503  0.368
C41 2.90316 -0.07803 -4.28199  -0.517
C42 -4.60328 1.32660 -2.88436  -0.811
H25 2.33217 -3.61335 -2.61588  0.437
C43 -0.04047 4.79026 2.73339  -1.175
H26 1.24672 -1.00615 7.81939  0.472
C44 2.58240 2.39018 2.34266  -1.362
H27 2.87029 4.11636 3.72888  0.505
H28 1.26540 5.51218 -4.23559  0.458
C45 1.38682 -2.94487 -0.04812  0.351
H29 -0.92032 -2.87442 0.99009  0.664
C46 4.22331 -0.27871 -3.89539  -0.858
H30 -4.23230 -4.56765 -5.31287  0.412
C47 0.27311 -4.97836 -4.85114  -0.736
C48 4.49998 -0.93645 -2.70525  -0.808
H31 5.03195 0.07008 -4.52365  0.399
C49 -0.95450 3.95270 2.26104  -0.762
H32 0.84489 -0.39710 -3.80711  0.293
C50 -0.13117 3.91587 -3.92827  -1.071
H33 3.39129 1.41173 -2.05174  0.553
H34 2.34870 -1.32347 1.00140  0.317
N4 0.29480 1.75200 1.64404  0.715
H35 1.01955 -1.09987 5.35137  0.653
C51 0.20888 0.84177 9.43424  -0.177
C52 1.07834 4.55911 -3.75947  -0.833
C53 2.77841 2.10560 -1.47163  -1.284
H36 -2.44959 2.79200 -3.14955  0.691
H37 -6.57891 1.99331 -3.35366  0.427
C54 -3.43839 -3.55341 -3.57653  -0.745
C55 -0.94946 -4.41425 -4.42135  0.885
H38 2.45702 -5.08109 3.00615  0.420
C56 0.43488 1.60785 3.06635  -1.219
H39 -4.28381 1.33296 -3.91809  0.453
C57 -1.09850 -2.23140 1.83274  -0.328
H40 -1.98506 3.86638 2.57239  0.611
H41 -7.31819 1.93954 -0.97795  0.397

***

The following is a quantum chemistry calculation of a molecular structure, C6H4Cl2FO4 at a distorted geometry, from OMol25.

As for the energy above the lowest of the compared OMol25 structures with the same formula, charge and spin: 0.0 kcal per mole. The maximum force comes out at 3.01 eV/Å. Its HOMO-LUMO gap is 8.40 eV. Its charge is -1. The value obtained for the molar mass is 230.0 g mol⁻¹.

Each line ends with the Mulliken charge.
Cartesian coordinates (Å):
H1 -3.16171 0.17927 0.91338  0.377
C1 -2.56367 0.74021 0.21042  -1.134
O1 3.68678 -0.08575 0.58937  -0.467
Cl1 1.50231 2.88148 0.40324  -0.187
C2 -1.19155 0.15192 0.45777  0.347
O2 -1.26337 -0.99725 1.12806  -0.312
H2 -2.93547 0.44742 -0.75207  0.246
Cl2 1.59328 -1.47688 2.07916  -0.737
C3 3.20367 -1.12973 0.42120  0.751
F1 1.30608 1.52449 -1.74384  -0.264
C4 -0.13735 0.71002 -0.06952  0.305
O3 -0.03069 -1.62300 -2.50431  -0.131
C5 -1.07188 -1.44419 -2.10677  0.117
H3 -0.35701 -1.19667 1.38542  -0.001
H4 -2.37664 1.91623 0.07287  0.260
C6 0.75337 1.57264 -0.43795  0.261
O4 3.04386 -2.17023 -0.04642  -0.431

***

The following is a quantum chemistry calculation of a gas-phase ion, C6H16N6 (charge +2) at a distorted geometry, from OMol25.

As for the energy above the lowest of the compared OMol25 structures with the same formula, charge and spin: 31.5 kcal per mole. The maximum force comes out at 5.11 eV/Å. As for the SMILES: C[NH+](C)[C@@]1(N)CC(=[NH2+])NC(N)=N1. Its HOMO-LUMO gap is 9.40 eV. Its charge is +2. The value obtained for the molar mass is 172.2 g mol⁻¹.

Each line ends with the Mulliken charge.
Cartesian coordinates (Å):
N1 -0.61231 -0.43891 1.81753  -0.413
H1 -2.93066 1.98981 -1.14658  0.296
C1 -1.93568 1.56438 -0.63187  -0.783
C2 1.90591 -1.10327 -0.31180  0.298
C3 1.57080 1.21062 0.12019  0.400
N2 2.21604 2.33591 -0.02293  -0.425
N3 2.40826 0.04984 0.08998  -0.126
C4 -2.91294 -0.64201 -0.01988  -1.020
C5 0.44140 -1.25935 -0.26560  -0.914
H2 -1.96500 2.00046 0.42308  0.392
H3 0.38940 -2.28806 0.25007  0.487
C6 -0.37901 -0.21166 0.48268  0.751
H4 -2.95912 -1.67322 -0.28875  0.344
H5 1.75300 3.19218 0.50888  0.324
H6 -1.49318 -0.41415 -1.38553  0.453
N4 2.76904 -2.15232 -0.53641  -0.381
H7 -1.02049 -1.32260 2.05350  0.239
H8 -1.17837 2.15027 -1.11472  0.330
H9 3.69070 -2.01225 -0.88603  0.246
H10 0.15684 -1.40130 -1.31704  0.326
H11 -0.80327 0.32842 2.52089  0.295
H12 -2.94325 -0.45321 1.03291  0.450
N5 -1.73128 0.10536 -0.43467  -0.053
H13 2.38565 -3.04628 -0.66202  0.237
N6 0.32110 1.16426 0.36934  -0.660
H14 3.22308 2.42356 -0.15140  0.232
H15 -3.79726 -0.18706 -0.58423  0.340
H16 3.43063 0.09057 0.09043  0.336

***

The following is a quantum chemistry calculation of a molecular structure, C2H2CaO2P at a distorted geometry, from OMol25.

As for the spin multiplicity: 2. The maximum force comes out at 6.56 eV/Å. Its HOMO-LUMO gap (alpha / beta) is 4.27 / 7.06 eV. The value obtained for the molar mass is 129.1 g mol⁻¹. Its expectation value of S² is 0.75.

Each line ends with the Löwdin spin population.
Cartesian coordinates (Å):
H1 0.74091 -1.52314 1.04099  0.000
C1 -0.55681 0.10786 0.63057  0.041
Ca1 -2.02257 1.16821 -0.90177  0.803
P1 1.37847 1.55977 -0.43466  0.036
O1 0.47708 0.75828 -1.47347  0.098
H2 -0.56018 -1.96477 -0.04191  0.002
O2 0.50515 1.00829 0.88464  0.020
C2 0.03795 -1.11450 0.29560  -0.001

***

The following is a quantum chemistry calculation of a single C4H7NO2 molecule at a distorted geometry, from OMol25.

As for the energy above the lowest of the compared OMol25 structures with the same formula, charge and spin: 110.5 kcal per mole. The maximum force comes out at 2.82 eV/Å. As for the SMILES: ONC1=C(O)CC1. Its HOMO-LUMO gap is 8.74 eV. The value obtained for the molar mass is 101.1 g mol⁻¹.

Each line ends with the Mulliken charge.
Cartesian coordinates (Å):
C1 0.86582 0.04529 -0.14632  0.143
N1 -1.09864 -0.57373 1.28885  -0.384
C2 -0.42048 -0.05594 0.15906  0.067
H1 0.85689 1.53974 -1.72939  0.195
C3 0.57392 0.50467 -1.54709  -0.407
H2 -0.83868 -1.44715 0.76907  0.416
O1 -0.14993 -0.32897 2.37304  -0.458
O2 2.01085 -0.00367 0.55623  -0.572
C4 -0.93804 0.35522 -1.16596  -0.390
H3 -1.53180 -0.34098 -1.77208  0.266
H4 1.73749 -0.12809 1.48150  0.374
H5 0.92371 -0.12848 -2.36652  0.241
H6 -1.46760 1.30247 -1.06556  0.180
H7 -0.52350 -0.74038 3.16515  0.328

***

The following is a quantum chemistry calculation of a molecular structure, C48H59N6O2PSSr at a distorted geometry, from OMol25.

As for the energy above the lowest of the compared OMol25 structures with the same formula, charge and spin: 77.9 kcal per mole. The maximum force comes out at 1.81 eV/Å. Its HOMO-LUMO gap is 7.42 eV. The value obtained for the molar mass is 902.7 g mol⁻¹.

Each line ends with the Mulliken charge.
Cartesian coordinates (Å):
H1 2.87734 3.37947 2.70112  0.615
C1 -3.24142 2.52246 -3.02672  1.375
Sr1 0.47137 1.25133 -1.26631  1.381
C2 3.88131 -1.85195 5.04571  -1.766
H2 -2.12121 4.94226 -2.33552  0.286
H3 -0.03352 5.36080 0.21897  0.678
H4 -3.33871 -0.77531 3.84700  0.446
C3 3.95236 1.83158 -2.30367  0.249
H5 -5.63268 -0.29735 0.53811  0.518
C4 0.42721 4.47934 0.64122  -0.891
H6 0.97388 -5.64028 0.07519  0.418
H7 3.42206 -0.99468 5.53849  0.367
H8 -3.06486 -1.80582 -3.28139  0.497
H9 -1.79100 0.60018 -2.97450  -0.529
C5 -0.98133 -2.99199 0.85880  -0.483
C6 4.38326 -2.26690 -1.50600  -0.213
C7 -5.32811 1.32913 -1.63045  -0.270
H10 -0.40762 1.39791 4.59759  0.390
C8 1.24710 -3.25544 4.44969  -0.222
H11 1.66505 -0.85074 -2.91773  -0.855
H12 5.92713 -3.28179 -2.58905  0.415
C9 0.93380 -1.16978 3.26588  -1.590
H13 -4.07414 -1.05659 0.21971  0.128
C10 -1.39386 0.97811 4.40574  -1.966
H14 2.62956 -3.85203 -0.18833  0.406
H15 5.04439 -3.15208 3.01410  0.397
C11 -1.35798 -0.05319 3.27232  3.455
C12 -4.57020 -0.25917 0.77981  -1.909
H16 -1.18952 2.91825 -3.46416  -0.225
H17 -2.08191 1.79210 4.16025  0.423
H18 4.95879 -1.67943 4.98232  0.448
C13 -0.17431 3.25117 0.44173  -0.377
H19 1.90997 -4.03970 4.79904  0.443
H20 3.47062 -1.12490 3.10350  -0.248
C14 5.33286 1.47854 -2.59276  -0.910
P1 2.33874 -0.82632 -0.03433  1.648
H21 -1.97227 -2.30533 4.61656  0.348
H22 5.50951 0.46198 -2.23900  0.187
C15 3.21631 -1.81257 -3.96711  -0.301
H23 3.69896 -3.23550 1.86354  0.251
H24 -3.05403 3.74080 -5.71230  0.501
C16 -1.51217 3.22472 -0.33549  0.913
C17 -2.24396 3.13903 -5.29375  -1.959
C18 -0.04006 -1.98244 0.73106  0.663
H25 -1.90560 -2.11534 -1.94883  0.522
H26 -3.09910 -0.81402 -1.82344  -0.287
H27 5.48929 1.51071 -3.66962  0.343
H28 -0.51064 -4.17348 5.27367  0.365
C19 1.37538 2.17569 1.79710  -0.311
O1 2.18035 1.35192 3.82923  -0.757
H29 -3.20644 5.18660 -3.69785  0.359
C20 -3.96252 1.11128 0.47261  2.495
H30 -1.34872 -5.10460 0.74088  0.444
H31 -5.66868 2.27411 1.12403  0.350
H32 2.75199 -1.58956 -4.92031  0.436
C21 -0.92191 -2.27648 4.35346  -0.304
C22 -4.60137 2.19574 1.34735  -1.701
H33 4.49996 -1.33154 1.14523  0.461
H34 -6.47054 1.54931 -3.42999  0.379
C23 4.41904 -2.49853 -3.90205  -0.763
N1 -0.57365 -1.89809 -4.49624  -0.294
H35 2.09398 5.47629 1.56341  0.422
H36 3.77844 0.19855 1.65593  0.563
H37 -6.15793 0.89625 -1.08729  0.393
C24 -5.51404 1.70473 -2.94727  -1.633
O2 -2.22745 4.21056 -0.15810  -0.733
H38 3.71757 -2.73259 5.67113  0.340
S1 0.30366 0.59352 -4.73106  -0.270
C25 2.60574 -1.37182 -2.79930  0.106
H39 -4.47811 -0.48546 1.84175  0.707
C26 -2.44282 -1.34641 -2.50835  -1.058
C27 3.28441 -2.04462 3.64782  1.062
N2 2.84357 2.04342 -2.10965  -0.461
H40 -4.49873 1.95377 2.40699  0.406
C28 -4.47123 2.29971 -3.63720  -0.609
C29 1.62138 -3.59985 0.11538  -0.265
H41 -1.74958 0.50166 5.32312  0.421
C30 3.17323 -1.56696 -1.54860  0.678
H42 0.14095 -2.12859 -5.16285  0.285
C31 1.69485 0.99858 2.74070  -0.403
C32 -0.43072 -1.19756 3.62831  0.661
N3 -1.51974 -0.37227 -3.07491  0.685
C33 -0.66104 -0.62652 -4.08079  0.480
H43 -2.39413 2.10244 -5.59853  0.406
C34 1.27564 -2.27412 0.35988  1.366
H44 -1.31189 3.48063 -5.74534  0.358
N4 -1.74929 2.16037 -1.11249  1.360
H45 -1.99069 -2.74653 1.16668  0.086
H46 4.51093 0.05272 0.04640  0.466
H47 -0.96071 0.43024 2.37616  -2.112
C35 3.93153 -0.46579 0.81306  -2.132
C36 -2.23448 4.78089 -3.40540  -1.559
C37 0.68295 -4.61305 0.25469  -1.041
H48 6.01236 2.17035 -2.09976  0.337
H49 -4.14334 3.16686 1.16082  0.295
H50 -3.32667 0.28717 2.44868  -0.424
C38 4.99517 -2.73489 -2.66073  -0.745
H51 -0.30237 -0.95679 0.97637  -0.564
C39 3.95604 -3.21155 2.92534  -1.234
C40 -0.10216 -3.32518 4.73883  -1.628
N5 0.31773 2.11246 0.97963  0.537
N6 1.34990 -0.19827 2.32036  1.157
C41 -2.77874 -0.51414 2.94576  -1.123
C42 -2.16854 3.29414 -3.77501  1.659
C43 -0.62022 -4.31225 0.62446  -1.035
C44 1.78070 -2.18040 3.74446  1.032
H52 -2.89411 1.06532 0.70271  -1.267
H53 -1.46169 5.33842 -3.94074  0.410
C45 -4.10488 1.50304 -0.98716  0.078
H54 3.64358 -4.16819 3.34901  0.253
H55 4.86373 -2.46766 -0.55620  0.282
H56 -1.08481 -2.64246 -4.05320  0.167
C46 1.58664 4.53278 1.40652  -1.217
H57 -2.77427 -1.38818 2.29020  0.213
H58 4.90256 -2.84306 -4.80721  0.403
H59 -4.62127 2.61616 -4.66087  0.340
C47 2.04298 3.38219 2.01534  -0.707
C48 -3.04803 2.09040 -1.69599  -1.065